ORCA calculation (wB97M-V/def2-TZVPD) on a 2-piece molecular cluster, CH2BF3 overall.

Structure (XYZ):
```
7
CH2BF3 (wB97M-V/def2-TZVPD)
B 1.27583 -0.58054 0.10609
C -1.02017 -0.65349 -0.03779
F -1.58652 0.08871 0.92523
F 2.53170 -1.03435 0.40255
F -1.62429 -1.83786 -0.20162
H -0.96304 -0.24525 -0.99154
H 1.30452 0.64036 -0.03251
```

* energy relative to the best compared isomer or geometry (same formula, charge and spin): 264.2 kJ/mol
* largest force on an atom: 3.84 eV Å⁻¹
* frontier orbital gap: 0.337 hartree
* calculated total energy: -9895.8964 eV
* E_HOMO: -9.341 eV

ORCA calculation (wB97M-V/def2-TZVPD) on C9H22ErN4O7 as an isolated structure.

Structure (XYZ):
```
43
C9H22ErN4O7 (wB97M-V/def2-TZVPD)
O -1.58748 -3.26533 -1.34685
H -2.28704 -3.90094 -1.14863
Er -0.03539 -0.43346 -0.00192
N 0.57427 0.77037 2.01578
N -1.41855 -0.61905 1.78327
N 1.41617 0.97897 -1.16337
N -0.40821 -0.47141 -2.25469
O 1.63801 1.54341 1.99179
O 2.40802 1.76479 -0.55128
O -1.50573 -1.13106 -2.83423
O -2.53105 -1.09330 1.33132
C -1.33093 -0.05318 3.02300
C -0.14949 0.70832 3.17580
C 1.36237 1.05786 -2.50810
C 0.29863 0.30104 -3.10343
C 0.25466 1.41489 4.41712
H 0.48475 2.46617 4.20958
H 1.14496 0.94784 4.86144
H -0.54826 1.37976 5.16337
C -2.45536 -0.17765 3.97524
H -2.78738 -1.22312 4.03830
H -3.31101 0.43555 3.64388
H -2.16646 0.16003 4.97603
C 2.28143 1.90255 -3.32281
C -0.00482 0.35741 -4.55525
H 3.17696 2.16373 -2.74989
H 1.77909 2.83401 -3.63733
H 2.58325 1.36558 -4.23505
H -1.04579 0.09768 -4.75692
H 0.63592 -0.33300 -5.11962
H 0.18312 1.36530 -4.94148
H 2.16448 1.75761 0.43778
H -1.62314 -1.98825 -2.30871
C -0.52796 -3.33852 -0.35520
H -0.82136 -2.87952 0.60419
H 0.38133 -2.88573 -0.78733
H -0.30263 -4.39684 -0.14970
O 2.08281 -1.34813 0.70578
H 2.86823 -1.34121 0.12126
H 2.38684 -0.96564 1.54930
O -1.23975 1.66073 -0.09537
H -0.95650 2.24490 -0.82337
H -1.06102 2.16686 0.72631
```

* <S²>: 3.75
* 2S+1: 4
* net charge: +1
* largest force on an atom: 4.29 eV Å⁻¹
* frontier orbital gap (alpha / beta): 0.165 / 0.166 hartree
* calculated total energy: -57594.5057 eV
* E_HOMO (alpha / beta): -9.335 / -9.342 eV

ORCA calculation (wB97M-V/def2-TZVPD) on an isolated molecule of C4H7NO.

Structure (XYZ):
```
13
C4H7NO (wB97M-V/def2-TZVPD)
C 1.95155 0.03933 0.16216
C 0.60175 0.22119 -0.48339
O 0.39274 0.88415 -1.46720
N -0.45697 -0.42717 0.20465
C -1.85031 -0.32273 -0.28171
C -1.65965 0.47307 0.95758
H 2.65306 0.73657 -0.29668
H 1.88629 0.23160 1.23760
H 2.31757 -0.98313 0.01727
H -2.37804 -1.27647 -0.22474
H -1.86560 0.11449 -1.28161
H -0.21066 -1.17979 0.83194
H -1.38172 1.48888 0.62413
```

* energy relative to the best compared isomer or geometry (same formula, charge and spin): 381.2 kJ/mol
* largest force on an atom: 0.50 eV Å⁻¹
* frontier orbital gap: 0.318 hartree
* calculated total energy: -7795.6940 eV
* E_HOMO: -7.959 eV

ORCA calculation (wB97M-V/def2-TZVPD) on an isolated ion of composition C5H9N2O and charge +1.

Structure (XYZ):
```
17
C5H9N2O (wB97M-V/def2-TZVPD)
C 1.17017 0.33304 0.09636
C 0.42328 0.91172 -1.00914
C -0.81889 -1.03906 0.15276
C 0.39523 -1.78441 -0.33206
C -0.85397 0.49291 -0.47678
N 1.48880 -1.06946 -0.22662
N -1.11024 1.27892 0.69075
O 1.18935 0.62006 1.27921
H 0.48077 2.01835 -1.05853
H 0.54638 0.47067 -2.02836
H -1.63398 -1.62546 -0.11285
H -0.74764 -0.86797 1.26438
H 0.30944 -2.80121 -0.74132
H 2.42035 -1.26557 -0.51254
H -1.77188 0.80694 1.35176
H -1.45296 2.13329 0.44135
H -0.03422 1.38724 1.22162
```

* energy relative to the best compared isomer or geometry (same formula, charge and spin): 455.2 kJ/mol
* net charge: +1
* largest force on an atom: 4.05 eV Å⁻¹
* frontier orbital gap: 0.258 hartree
* calculated total energy: -10347.9029 eV
* E_HOMO: -11.857 eV

ORCA calculation (wB97M-V/def2-TZVPD) on a 5-piece molecular cluster, C37H60BrFN2O6S2 overall.

Structure (XYZ):
```
109
C37H60BrFN2O6S2 (wB97M-V/def2-TZVPD)
C 6.50268 -2.30851 1.09060
C 6.02490 -1.01593 0.39262
C 4.79746 -0.35143 1.07405
C 4.35347 0.84574 0.16628
C 2.86600 1.17919 0.33998
C 2.38774 1.24439 1.64887
C 1.05007 1.49546 1.92473
C 0.22015 1.68083 0.81300
C 0.67591 1.62952 -0.48903
N -0.31138 1.80397 -1.54505
C -0.21944 2.90007 -2.10575
O 0.04718 3.75744 -2.88473
C 2.02791 1.37117 -0.75994
C 2.50410 1.27089 -2.20880
C 2.77518 -0.25030 -2.52587
C 2.27298 -0.67798 -3.91713
S 1.90117 -2.49338 -3.82989
S -1.51076 1.94024 1.25158
C -1.62488 0.62022 2.47849
C -2.67662 -0.28759 2.50001
C -3.77324 -0.14280 1.44576
C -4.87321 0.80040 2.00383
F -4.59521 2.13794 1.73725
C -2.64158 -1.30906 3.47346
C -3.77560 -2.34534 3.45060
C -3.48275 -3.28372 2.21104
C -4.76668 -3.69693 1.41499
C -4.64410 -3.43290 -0.12525
C -1.60780 -1.34467 4.38287
C -0.56838 -0.41528 4.32918
Br 0.83126 -0.55155 5.64704
C -0.52964 0.57532 3.37045
N 0.56626 1.50331 3.27589
C 0.20492 2.83141 3.81953
C 1.05550 3.95754 3.10808
C 0.24350 4.78296 2.04884
O 0.68517 5.26550 3.44890
H 7.15722 -2.11943 1.95518
H 5.68910 -2.99113 1.37411
H 7.12551 -2.86658 0.36669
H 5.73961 -1.26043 -0.64190
H 6.82472 -0.25528 0.41389
H 5.06717 -0.00774 2.08744
H 3.95214 -1.04828 1.20178
H 4.63141 0.65646 -0.87707
H 4.91143 1.73514 0.51392
H 3.03309 1.06886 2.51483
H 3.41631 1.88031 -2.30071
H 1.76311 1.66373 -2.91455
H 3.83902 -0.48017 -2.36144
H 2.22583 -0.83954 -1.77324
H 3.07441 -0.57383 -4.68122
H 1.35669 -0.17047 -4.24529
H 0.76626 -2.70935 -4.53556
H -4.23230 -1.10837 1.18726
H -3.35183 0.23813 0.50141
H -4.85503 0.67970 3.10228
H -5.87889 0.52208 1.65301
H -4.76469 -1.87708 3.39176
H -3.66352 -2.99617 4.33051
H -2.84054 -2.72663 1.50844
H -2.88558 -4.15445 2.52680
H -5.62176 -3.16234 1.85297
H -4.87174 -4.78826 1.52241
H -4.70966 -4.36347 -0.71022
H -5.46703 -2.79268 -0.47659
H -3.67249 -2.98367 -0.38420
H -1.57027 -2.10466 5.16512
H 0.60460 2.92026 4.84164
H -0.84489 3.12722 3.70724
H 2.11136 3.74261 2.87530
H 0.69206 5.66974 1.58960
H -0.83437 4.83607 2.23613
C -7.52378 -1.47493 -3.58699
C -6.59396 -0.79996 -2.59599
O -5.28532 -1.35913 -2.66728
H -7.57759 -2.54666 -3.38988
H -8.52970 -1.05536 -3.52912
H -7.15307 -1.35417 -4.60794
H -6.95557 -0.94018 -1.57702
H -6.53089 0.27484 -2.79523
H -4.96026 -1.22699 -3.56343
C 0.18893 0.33809 10.09853
C -0.87468 -0.59165 9.54354
O -1.40269 -0.08470 8.32414
H -0.22637 1.33220 10.27027
H 0.59112 -0.04297 11.03937
H 1.01103 0.45173 9.38742
H -1.70283 -0.68699 10.24564
H -0.45952 -1.58956 9.36198
H -0.67045 -0.01094 7.69951
C 5.56801 0.99492 -7.86425
C 6.07665 -0.00259 -6.84013
O 5.00376 -0.50596 -6.04901
H 5.06331 1.82580 -7.36884
H 6.38771 1.38994 -8.46713
H 4.83854 0.52681 -8.52983
H 6.78762 0.47264 -6.16507
H 6.57651 -0.84221 -7.33400
H 4.37964 -0.93594 -6.64444
C -1.03511 1.22016 -6.43719
C 0.39600 1.11187 -6.92966
O 0.74345 -0.24782 -7.18290
H -1.16947 0.63675 -5.52428
H -1.30170 2.25874 -6.23350
H -1.73031 0.81990 -7.17962
H 1.08792 1.49253 -6.17832
H 0.53321 1.68939 -7.84962
H 0.14107 -0.58401 -7.85395
```

* energy relative to the best compared isomer or geometry (same formula, charge and spin): 0.0 kJ/mol
* SMILES string: CCCCc1cc2c(c(N=C=O)c1CCCS)Sc1c(CCF)c(CCCC)cc(Br)c1N2C[C@H]1CO1.CCO.CCO.CCO.CCO
* largest force on an atom: 4.12 eV Å⁻¹
* frontier orbital gap: 0.316 hartree
* calculated total energy: -149033.8457 eV
* E_HOMO: -8.294 eV

ORCA calculation (wB97M-V/def2-TZVPD) on a 2-piece molecular cluster, C23H33F3N2O overall.

Structure (XYZ):
```
62
C23H33F3N2O (wB97M-V/def2-TZVPD)
C 0.06618 1.08362 -4.18800
C 0.66529 0.22774 -3.06681
C -0.16617 -1.04769 -2.93474
C 2.09888 -0.15544 -3.45123
C 0.67942 1.00842 -1.73526
C 0.09258 0.52540 -0.60247
C 0.10051 1.22384 0.65077
C -0.49229 0.57094 1.73022
C -0.77406 1.19981 2.99983
F -1.57953 0.39830 3.78477
F 0.35187 1.47650 3.76721
F -1.44031 2.41436 2.88031
C 0.73515 2.52383 0.69016
C 1.39188 3.05592 -0.38648
C 2.16004 4.39964 -0.32075
C 3.64991 4.17811 -0.61696
C 2.04114 5.05264 1.05377
C 1.63305 5.39087 -1.36647
C 1.39739 2.30138 -1.66103
O 2.01429 2.74539 -2.66016
H 0.66584 1.98706 -4.32679
H 0.05368 0.51091 -5.12336
H -0.96058 1.37076 -3.93456
H 0.25288 -1.71281 -2.17080
H -1.20425 -0.80760 -2.67634
H -0.17256 -1.59462 -3.88524
H 2.55065 -0.76073 -2.65692
H 2.09508 -0.73551 -4.38177
H 2.69570 0.75023 -3.59125
H -0.44018 -0.43051 -0.57312
H -0.80642 -0.45809 1.64304
H 0.68272 3.05959 1.64020
H 3.76881 3.75925 -1.61976
H 4.17669 5.13898 -0.56731
H 4.08952 3.49331 0.11637
H 0.99838 5.29093 1.28988
H 2.45487 4.40765 1.83630
H 2.60920 5.99104 1.05837
H 0.57645 5.61670 -1.18706
H 2.21080 6.32140 -1.30265
H 1.74905 4.96999 -2.36854
C 0.17805 -4.48794 1.50936
C 0.11756 -3.05790 2.00549
N -1.14903 -2.39269 1.70387
C -2.19824 -3.13755 1.71149
C -3.64913 -2.65060 1.62439
C -4.48003 -3.91297 1.89048
C -3.51401 -5.09754 1.93460
N -2.21226 -4.48550 1.83594
C -1.03291 -5.29190 1.92796
H 0.23171 -4.46870 0.41732
H 1.07872 -4.97501 1.88762
H 0.32196 -3.05178 3.09496
H 0.88177 -2.44282 1.51733
H -3.82252 -1.85733 2.36324
H -3.85452 -2.23085 0.62991
H -4.99383 -3.82498 2.85064
H -5.22557 -4.07753 1.11114
H -3.60864 -5.68524 2.85694
H -3.67671 -5.78811 1.09579
H -1.16135 -6.17095 1.28690
H -0.90258 -5.65364 2.95927
```

* SMILES string: CC(C)(C)C1=CC(=CC(F)(F)F)C=C(C(C)(C)C)C1=O.C1CN=C2CCCN2C1
* largest force on an atom: 3.38 eV Å⁻¹
* frontier orbital gap: 0.276 hartree
* calculated total energy: -37566.6949 eV
* E_HOMO: -8.620 eV